{"formula": "C41H49ClN9O8P2SSr", "method": "ωB97M-V/def2-TZVPD", "species": ["Sr", "C", "N", "C", "C", "N", "C", "P", "C", "N", "C", "C", "N", "C", "C", "N", "C", "C", "N", "C", "H", "H", "H", "H", "H", "H", "H", "H", "H", "H", "H", "H", "H", "H", "H", "O", "C", "O", "C", "C", "C", "C", "C", "N", "C", "O", "O", "H", "H", "H", "H", "N", "C", "N", "C", "C", "C", "C", "C", "C", "S", "H", "H", "H", "H", "H", "H", "Cl", "C", "C", "C", "C", "C", "C", "C", "H", "H", "H", "H", "H", "H", "C", "C", "C", "C", "O", "P", "O", "O", "O", "C", "C", "C", "C", "H", "H", "H", "H", "H", "H", "H", "H", "H", "H", "H", "H", "H", "H", "H", "H", "H", "H"], "positions_angstrom": [[-0.4690, -0.5010, -0.1192], [0.2153, 5.4976, -1.2099], [0.1484, 4.0825, -1.5157], [-0.0018, 3.5459, -2.7656], [-0.0063, 2.1924, -2.5981], [0.1468, 1.8894, -1.2772], [0.2253, 3.0417, -0.6392], [0.5352, 3.3157, 1.1305], [-0.9589, 2.5540, 1.8484], [-1.4834, 1.3836, 1.5504], [-2.5670, 1.2172, 2.3571], [-2.7126, 2.3110, 3.1617], [-1.6916, 3.1623, 2.8301], [-1.4288, 4.4374, 3.4693], [1.7433, 2.0139, 1.4514], [1.6045, 0.7391, 1.1438], [2.7664, 0.1293, 1.5004], [3.6234, 1.0508, 2.0291], [2.9695, 2.2468, 1.9992], [3.5690, 3.5278, 2.3018], [-0.1187, 6.0542, -2.0825], [1.2331, 5.7982, -0.9618], [-0.4417, 5.7362, -0.3754], [-0.0977, 4.1652, -3.6405], [-0.1261, 1.4235, -3.3397], [-3.1907, 0.3397, 2.2817], [-3.4443, 2.5650, 3.9091], [-2.3713, 4.8655, 3.8045], [-0.9634, 5.1157, 2.7592], [-0.7645, 4.3170, 4.3258], [2.9332, -0.9174, 1.3000], [4.6476, 0.9699, 2.3460], [4.5125, 3.3508, 2.8116], [2.9186, 4.1183, 2.9467], [3.7725, 4.0804, 1.3842], [-1.5662, -0.9894, 4.9511], [-0.9297, -1.2210, 3.7795], [0.0107, -0.5523, 3.4397], [-1.5225, -2.3496, 3.0112], [-2.4566, -3.1838, 3.6005], [-2.9581, -4.2386, 2.8469], [-2.4950, -4.4112, 1.5628], [-1.5468, -3.5229, 1.0517], [-1.0785, -2.4987, 1.7573], [-1.0435, -3.7311, -0.3908], [-1.4627, -4.7384, -0.9594], [-0.2573, -2.8433, -0.8196], [-1.1158, -0.2308, 5.3478], [-2.7780, -3.0106, 4.6164], [-3.6981, -4.9074, 3.2678], [-2.8280, -5.2051, 0.9100], [2.5817, -2.2135, 3.8936], [2.6978, -3.2710, 3.0290], [2.2647, -3.2702, 1.8205], [2.5694, -4.4694, 1.1909], [2.2261, -4.7878, -0.1200], [2.5750, -6.0319, -0.6139], [3.2637, -6.9574, 0.1729], [3.6137, -6.6526, 1.4783], [3.2596, -5.4062, 1.9724], [3.5496, -4.7256, 3.5529], [1.9073, -1.5180, 3.5972], [2.5443, -2.4426, 4.8725], [1.6803, -4.0666, -0.7158], [2.3017, -6.2917, -1.6282], [3.5278, -7.9233, -0.2387], [4.1489, -7.3661, 2.0921], [5.2173, -2.2184, -0.6237], [5.0024, -0.4778, -0.7711], [6.0225, 0.3336, -0.3317], [5.9011, 1.7244, -0.3541], [4.7036, 2.2481, -0.8697], [3.6903, 1.4386, -1.3180], [3.7510, -0.0059, -1.2917], [2.7067, -0.8117, -1.7063], [6.9245, -0.1344, 0.0466], [6.7142, 2.3622, -0.0314], [4.5754, 3.3273, -0.9385], [2.7905, 1.8859, -1.7219], [1.7591, -0.3266, -1.9218], [2.7269, -1.8880, -1.6248], [-4.6938, 2.8063, -2.7822], [-4.0068, 2.4895, -1.4589], [-5.0083, 1.9511, -0.4407], [-3.3233, 3.7336, -0.9021], [-2.9352, 1.5657, -1.7028], [-3.1727, -0.0396, -1.8552], [-4.4436, -0.3213, -2.5583], [-2.9051, -0.6581, -0.5032], [-1.8234, -0.3401, -2.7095], [-1.7590, -1.2122, -3.8839], [-0.2755, -1.4440, -4.1109], [-2.4558, -2.5398, -3.6171], [-2.3940, -0.4658, -5.0496], [-5.4705, 3.5614, -2.6377], [-5.1377, 1.8980, -3.1881], [-3.9591, 3.1894, -3.4939], [-5.7594, 2.7168, -0.2303], [-4.4984, 1.6935, 0.4879], [-5.5065, 1.0623, -0.8262], [-4.0591, 4.5166, -0.7031], [-2.5931, 4.1071, -1.6225], [-2.8054, 3.4860, 0.0275], [0.1755, -1.9128, -3.2357], [0.2526, -0.5123, -4.3242], [-0.1367, -2.1122, -4.9629], [-1.9871, -3.0611, -2.7826], [-2.3634, -3.1724, -4.5032], [-3.5131, -2.3861, -3.4070], [-1.8946, 0.4947, -5.1982], [-3.4506, -0.2901, -4.8486], [-2.2944, -1.0528, -5.9650]], "forces_ev_per_a": [[0.63, -0.23, -0.12], [0.00, -0.01, 0.00], [-0.02, 0.04, 0.01], [0.03, 0.00, 0.01], [0.07, 0.01, 0.01], [-0.28, 0.11, -0.04], [0.16, -0.04, -0.04], [0.07, -0.04, 0.02], [-0.10, 0.01, 0.12], [0.12, -0.04, -0.09], [-0.13, 0.01, -0.05], [0.03, -0.01, 0.00], [0.03, 0.03, -0.01], [0.00, -0.02, 0.00], [-0.02, 0.01, -0.18], [-0.19, -0.07, 0.21], [0.03, -0.09, 0.01], [0.02, -0.06, -0.04], [0.01, 0.05, 0.09], [0.01, 0.04, -0.01], [0.01, 0.00, -0.01], [0.00, 0.00, 0.01], [0.00, 0.00, 0.00], [0.00, 0.00, 0.00], [-0.02, -0.01, 0.01], [0.00, 0.01, -0.02], [0.00, 0.01, 0.00], [0.00, 0.00, 0.00], [0.00, 0.00, 0.00], [0.00, 0.00, 0.00], [0.00, 0.00, 0.03], [0.01, 0.01, 0.01], [0.00, 0.00, 0.00], [-0.01, -0.01, -0.01], [0.01, -0.01, 0.00], [-0.06, -0.06, 0.04], [-0.06, 0.18, 0.05], [0.10, -0.03, -0.03], [-0.05, -0.14, -0.05], [0.02, -0.02, 0.00], [-0.01, 0.01, 0.02], [0.06, -0.03, 0.01], [-0.02, 0.05, -0.06], [-0.19, 0.05, 0.07], [-0.02, 0.04, 0.06], [0.07, -0.03, -0.02], [-0.10, 0.09, -0.08], [0.03, 0.01, -0.01], [0.00, 0.01, 0.00], [0.00, 0.00, 0.00], [0.00, -0.01, 0.01], [-0.03, 0.01, 0.00], [0.00, -0.10, -0.06], [-0.01, 0.08, 0.17], [0.02, -0.02, -0.11], [-0.01, 0.00, -0.04], [0.02, 0.02, 0.01], [0.00, 0.02, 0.01], [0.03, -0.03, 0.00], [-0.02, 0.05, 0.03], [-0.01, -0.01, 0.00], [0.02, 0.02, -0.03], [0.02, 0.00, 0.00], [0.01, -0.03, 0.03], [0.00, 0.01, 0.00], [0.00, 0.00, 0.00], [0.00, 0.00, 0.00], [0.02, 0.02, 0.00], [0.04, -0.07, 0.08], [-0.06, -0.01, 0.00], [-0.02, 0.05, -0.03], [0.08, -0.03, -0.03], [0.00, -0.03, 0.02], [-0.10, -0.08, -0.17], [-0.08, 0.31, 0.44], [0.00, 0.00, 0.00], [-0.01, 0.00, -0.01], [0.01, -0.01, 0.00], [-0.07, 0.03, -0.03], [0.04, -0.01, -0.36], [0.03, 0.01, -0.05], [0.00, -0.01, -0.02], [-0.03, 0.05, 0.03], [0.01, -0.01, 0.00], [0.00, 0.00, 0.00], [-0.02, -0.06, -0.02], [-0.18, -0.07, 0.36], [0.08, -0.04, -0.19], [-0.01, 0.19, -0.01], [-0.03, -0.09, 0.08], [-0.02, 0.02, 0.01], [0.04, 0.01, -0.03], [-0.01, 0.02, 0.02], [0.00, -0.01, 0.00], [-0.01, 0.00, 0.00], [0.01, 0.01, 0.00], [0.00, 0.00, -0.01], [0.00, 0.00, 0.00], [0.00, 0.00, 0.00], [0.00, 0.00, 0.01], [0.01, 0.00, 0.00], [0.01, 0.00, 0.00], [0.00, -0.01, 0.01], [0.00, -0.02, 0.01], [0.00, 0.00, 0.02], [0.00, 0.01, -0.01], [0.00, 0.00, -0.01], [0.01, 0.01, 0.00], [0.00, 0.00, 0.00], [0.00, 0.00, 0.00], [0.00, 0.00, 0.00], [0.00, -0.01, 0.00]], "homo_lumo_gap_ev": 4.05, "largest_force_ev_per_a": 0.68, "charge": -1, "homo_ev": -2.4}